[1]
Density functional theory data (wB97M-V/def2-TZVPD) for a molecular structure, C11H8F6NO9S5W.

Output
Gap between HOMO and LUMO = 6.4 eV
Charge = +1
DFT total energy = -3812.9028 hartree
HOMO energy = -12.47 eV
Energy relative to the best compared isomer or geometry (same formula, charge and spin) = 0.000 eV

Cartesian coordinates (Å):
1 W 0.977 -0.449 0.115
2 S 1.537 -1.157 2.328
3 S 2.411 0.942 -2.538
4 S 2.201 1.253 1.246
5 S 3.002 -1.779 -2.008
6 S 2.953 0.801 4.132
7 F 1.495 2.033 -4.707
8 F -0.033 1.560 -3.252
9 F 4.841 -3.215 -0.907
10 F 0.867 -0.015 -4.446
11 F 5.408 -2.316 -2.798
12 F 5.298 -1.097 -1.008
13 O 2.419 -2.907 -2.634
14 O 3.316 2.015 -2.681
15 O 0.238 -0.965 -1.677
16 O -0.725 0.180 0.455
17 O 1.680 0.964 -1.217
18 O 2.515 -1.553 -0.576
19 O -2.850 0.526 -0.202
20 O -1.381 -1.298 -3.173
21 O 0.058 -2.374 0.602
22 N 3.037 -0.463 -2.799
23 C -0.891 -4.479 0.336
24 C -1.517 -2.488 -1.094
25 C -1.541 -3.786 1.558
26 C 4.788 -2.128 -1.655
27 C -0.380 -3.306 -0.475
28 C -0.921 -1.529 -2.102
29 C 2.308 0.359 2.750
30 C -1.265 -2.317 1.292
31 C -2.022 -0.254 0.089
32 C -2.131 -1.764 0.161
33 C 1.063 1.136 -3.849
34 H -2.611 -3.968 1.640
35 H -1.073 -4.097 2.489
36 H -2.256 -3.105 -1.598
37 H -0.069 -5.125 0.635
38 H -3.185 -2.002 0.283
39 H -1.167 -1.684 2.168
40 H 0.463 -3.498 -1.132
41 H -1.594 -5.071 -0.248

***

[2]
Density functional theory data (wB97M-V/def2-TZVPD) for a molecular structure, C11H8NO5Os at a distorted geometry.

Output
Gap between HOMO and LUMO (spin up / spin down) = 5.9 / 3.7 eV
Spin multiplicity = 5
Charge = +3
DFT total energy = -944.2532 hartree
Expectation value of S² = 6.030
HOMO energy (spin up / spin down) = -17.52 / -19.62 eV
Energy relative to the best compared isomer or geometry (same formula, charge and spin) = 0.000 eV

Cartesian coordinates (Å):
1 Os 0.923 -1.487 -2.452
2 O 3.187 0.471 -1.863
3 O -3.366 -5.564 -2.075
4 O -0.500 0.193 -4.630
5 O 2.229 -4.128 -1.502
6 O -1.008 -1.048 -0.143
7 N 1.469 1.620 0.222
8 C 0.541 1.736 1.196
9 C -1.412 1.921 3.208
10 C -0.184 1.297 3.477
11 C 0.790 1.204 2.487
12 C -1.661 2.461 1.936
13 C -2.535 -4.774 -2.172
14 C 0.030 -0.455 -3.822
15 C 2.319 -0.282 -2.086
16 C -0.696 2.379 0.936
17 C 1.731 -3.145 -1.874
18 C -0.270 -1.218 -1.033
19 H -0.875 2.782 -0.063
20 H -1.366 -3.658 -2.274
21 H 1.750 0.718 2.675
22 H 1.315 2.000 -0.702
23 H 0.013 0.872 4.463
24 H 2.361 1.171 0.382
25 H -2.171 1.990 3.988
26 H -2.615 2.944 1.721

***

[3]
Density functional theory data (wB97M-V/def2-TZVPD) for a molecular structure, C11H9AsF22NaO5 at a distorted geometry.

Output
Gap between HOMO and LUMO = 6.4 eV
Charge = -1
DFT total energy = -5396.1794 hartree
HOMO energy = -4.71 eV
Energy relative to the best compared isomer or geometry (same formula, charge and spin) = 0.411 eV

Cartesian coordinates (Å):
1 As -1.064 4.212 1.871
2 Na -0.088 0.288 2.163
3 F 3.653 -3.660 3.258
4 F -3.078 0.619 -0.675
5 F -0.010 4.665 0.534
6 F 0.171 4.759 3.005
7 F -2.335 -2.282 -0.753
8 F -0.899 -0.929 0.144
9 F -2.807 -1.623 -5.899
10 F 1.537 -0.280 -1.064
11 F -4.220 -3.919 -5.378
12 F 1.500 1.550 0.134
13 F 2.818 2.008 -2.285
14 F -0.326 2.591 1.908
15 F -4.587 -1.331 -4.715
16 F 2.206 -2.840 0.853
17 F -1.741 5.814 1.925
18 F 4.698 -1.954 2.235
19 F -1.974 3.744 3.275
20 F 1.174 -2.313 2.696
21 F 4.111 0.244 -1.875
22 F -2.372 3.679 0.845
23 F -2.223 -3.964 -4.373
24 F -1.501 0.841 -2.169
25 O -2.573 -1.201 -3.741
26 O -0.601 1.260 4.908
27 O 1.000 2.737 5.355
28 O 1.417 0.969 4.024
29 O 2.269 -0.770 1.657
30 C -1.553 -1.200 -1.007
31 C -3.355 -1.834 -4.679
32 C -2.347 -0.032 -1.598
33 C 3.078 -0.147 0.702
34 C 2.300 0.612 -0.385
35 C 3.356 1.222 -1.316
36 C -3.311 -0.587 -2.675
37 C -3.411 -3.334 -4.456
38 C 0.587 1.660 4.866
39 C 2.276 -2.105 1.992
40 C 3.548 -2.379 2.821
41 H 3.786 -0.811 0.201
42 H -0.820 -1.499 -1.756
43 H -3.946 0.194 -3.085
44 H 2.207 1.531 3.972
45 H -3.966 -1.267 -2.127
46 H 3.793 0.507 1.211
47 H 3.482 -1.807 3.755
48 H 4.040 1.905 -0.805
49 H -3.898 -3.541 -3.494

***

[4]
Density functional theory data (wB97M-V/def2-TZVPD) for a molecular structure, C11H9B2MnN2O25S at a distorted geometry.

Output
Gap between HOMO and LUMO (spin up / spin down) = 5.8 / 5.8 eV
Spin multiplicity = 6
Charge = -3
DFT total energy = -4014.3829 hartree
Expectation value of S² = 8.755
HOMO energy (spin up / spin down) = 0.30 / 0.31 eV
Energy relative to the best compared isomer or geometry (same formula, charge and spin) = 0.000 eV

Cartesian coordinates (Å):
1 Mn -4.416 4.152 -21.668
2 S -5.853 2.384 -19.152
3 O -7.424 -0.216 -28.385
4 O -3.459 5.411 -22.962
5 O -7.987 0.777 -24.055
6 O -0.585 2.216 -23.828
7 O -5.647 3.199 -23.203
8 O -8.249 2.139 -22.280
9 O -5.006 3.277 -20.042
10 O -1.538 -3.950 -21.954
11 O -3.099 0.196 -22.578
12 O -8.098 5.001 -22.170
13 O -3.042 -3.870 -24.482
14 O -7.171 3.067 -19.047
15 O -1.692 -1.719 -22.166
16 O -5.183 2.268 -17.851
17 O -6.351 -2.378 -26.724
18 O -7.451 0.875 -26.417
19 O -6.464 -0.814 -25.121
20 O -6.122 5.472 -21.471
21 O -1.068 0.022 -23.746
22 O -2.721 -1.647 -24.259
23 O -6.017 1.078 -19.817
24 O -2.439 4.295 -20.163
25 O -3.013 2.433 -22.229
26 O -5.853 1.531 -24.671
27 O -1.375 3.583 -18.433
28 N -7.332 5.516 -21.394
29 N -1.508 3.741 -19.631
30 C -1.251 1.292 -23.467
31 C -7.647 1.773 -23.229
32 C -2.652 -2.910 -23.889
33 C -6.253 2.282 -23.668
34 C -7.182 -0.131 -27.213
35 C -7.908 6.357 -20.320
36 C -0.429 3.242 -20.522
37 C -6.604 -1.274 -26.352
38 C -2.581 1.392 -22.643
39 C -2.178 5.460 -23.456
40 C -1.916 -2.970 -22.517
41 B -2.179 -0.788 -23.192
42 B -6.941 0.578 -25.038
43 H 0.537 3.270 -20.027
44 H -0.682 2.229 -20.804
45 H -7.184 7.163 -20.210
46 H -1.588 4.600 -23.095
47 H -1.627 6.360 -23.103
48 H -0.416 3.912 -21.375
49 H -7.925 5.751 -19.417
50 H -8.869 6.750 -20.623
51 H -2.124 5.437 -24.558

***

[5]
Density functional theory data (wB97M-V/def2-TZVPD) for a molecular structure, C11H9Br2F6N4O5PbS3.

Output
Gap between HOMO and LUMO = 7.5 eV
Charge = -1
DFT total energy = -8154.5822 hartree
HOMO energy = -5.08 eV
Energy relative to the best compared isomer or geometry (same formula, charge and spin) = 0.000 eV

Cartesian coordinates (Å):
1 Pb -0.200 1.454 -0.033
2 Br 3.457 2.307 -1.707
3 Br 2.694 -0.591 -0.548
4 S -1.531 -1.458 -2.286
5 S -2.814 1.755 0.580
6 S -1.463 0.813 -3.958
7 F -0.705 -3.290 -3.991
8 F -2.812 2.972 -4.509
9 F 0.719 -1.705 -3.603
10 F -3.687 1.775 -2.931
11 F 0.379 -3.244 -2.118
12 F -3.868 1.144 -4.991
13 O -0.711 1.551 -2.975
14 O -0.960 0.752 -5.295
15 O -2.549 -2.382 -1.900
16 O 1.289 1.778 1.767
17 O -0.806 -0.772 -1.238
18 N -0.839 -0.164 1.636
19 N -2.083 -0.743 1.472
20 N -2.016 -0.582 -3.478
21 N -4.228 -0.485 0.781
22 C 1.783 0.969 2.653
23 C 3.610 0.448 4.191
24 C 3.019 -0.769 4.536
25 C -2.974 0.050 0.980
26 C -3.059 1.721 -4.100
27 C 1.178 -0.264 3.023
28 C 3.616 1.071 -0.234
29 C -0.210 -2.488 -3.050
30 C 3.007 1.295 3.289
31 C 1.810 -1.094 3.958
32 C -0.126 -0.695 2.557
33 H -4.764 -0.012 0.073
34 H 4.665 0.853 -0.088
35 H 4.553 0.736 4.642
36 H 1.318 -2.023 4.226
37 H 3.489 -1.435 5.247
38 H -0.570 -1.545 3.077
39 H 3.456 2.248 3.032
40 H 3.146 1.539 0.622
41 H -4.216 -1.492 0.691

***

[6]
Density functional theory data (wB97M-V/def2-TZVPD) for a molecular structure, C11H9Br2N7O3RuS2Se4 at a distorted geometry.

Output
Gap between HOMO and LUMO (spin up / spin down) = 5.6 / 6.1 eV
Spin multiplicity = 6
Charge = -1
DFT total energy = -16678.6932 hartree
Expectation value of S² = 8.799
HOMO energy (spin up / spin down) = -3.33 / -5.80 eV
Energy relative to the best compared isomer or geometry (same formula, charge and spin) = 0.000 eV

Cartesian coordinates (Å):
1 Ru -0.440 -0.227 -0.426
2 Br -2.944 -5.682 -3.392
3 Br -3.267 -4.042 4.322
4 Se 2.631 -1.257 1.726
5 Se 1.720 -1.333 -0.316
6 Se 0.370 1.738 0.849
7 Se 1.775 1.174 2.487
8 S -1.235 1.840 -2.293
9 S -2.446 0.889 -0.867
10 O -0.064 0.855 -2.242
11 O -1.885 1.822 -3.577
12 O -0.850 3.135 -1.784
13 N 4.596 0.397 -2.613
14 N -1.114 -1.903 -1.434
15 N 2.775 2.662 -0.815
16 N -1.137 -1.367 1.152
17 N 3.297 2.353 -2.950
18 N 3.791 1.439 -2.154
19 N 3.517 1.581 -0.892
20 C 2.644 3.109 -2.069
21 C -1.113 -1.064 2.453
22 C -1.107 -2.052 -2.763
23 C -1.660 -3.136 -3.398
24 C -1.730 -2.831 -0.626
25 C -2.232 -4.128 -2.574
26 C -2.382 -2.984 3.020
27 C -1.697 -1.829 3.435
28 C -2.280 -4.000 -1.224
29 C -1.771 -2.532 0.749
30 C -2.433 -3.342 1.712
31 H 4.662 -0.244 -1.829
32 H 4.087 -0.040 -3.374
33 H 2.045 3.959 -2.342
34 H -2.712 -4.779 -0.614
35 H -0.592 -0.156 2.716
36 H -2.975 -4.222 1.404
37 H -0.633 -1.248 -3.313
38 H -1.650 -3.218 -4.473
39 H -1.630 -1.542 4.472